The following is a quantum chemistry calculation of a 15-piece molecular cluster, C62H162N8O23 overall, from the OMol25 dataset.

Geometry as XYZ:
```
255
Properties=species:S:1:pos:R:3:forces:R:3
O 3.417787 -2.222272 -6.707451 -0.18 -0.32 0.04
O -3.896088 3.823909 -2.342486 -0.32 -0.20 -0.26
O 3.325607 3.101659 4.363852 0.32 -0.49 0.35
O -1.680224 0.956404 8.886410 0.43 -1.55 0.00
O -4.797397 -1.101191 -1.851740 0.15 -0.08 0.57
O -1.909725 -5.522191 -3.064551 -0.36 0.09 -0.29
O -1.589792 4.659515 5.868975 -0.01 -0.73 -0.12
O -3.248997 8.627442 -2.119364 0.03 -0.07 0.30
O -0.931967 -4.127521 -6.971443 -0.25 -0.46 -0.51
O 5.064726 4.578148 8.285355 0.53 -0.13 -0.06
O 3.327977 -1.865209 5.456936 0.16 0.21 0.12
O -2.265965 -5.734758 6.173383 0.04 -0.07 0.43
O -0.544277 1.203502 1.994924 -0.32 0.58 0.13
O 8.796416 4.941163 -6.517297 0.15 0.19 0.01
O 1.198399 -5.274097 0.904324 -0.07 -0.04 -0.56
O -2.543462 -2.633310 3.887050 -0.02 -0.01 -0.30
O 0.417127 6.313489 1.027559 -0.64 0.57 0.55
O 3.560477 -2.702468 -2.711556 -0.28 0.36 0.68
O -3.928496 5.227305 1.736496 -0.01 0.46 0.36
O -5.386391 -6.656045 -2.718412 -0.10 0.14 0.22
O -3.223877 -4.777627 2.132614 -0.35 0.36 -0.11
O 5.024488 2.554768 -5.004505 -0.22 -0.54 0.01
O -0.073833 0.250548 -2.770065 -0.97 0.51 -0.07
N 2.038784 5.042040 6.262664 -0.34 0.43 0.40
N -0.919626 -0.644986 -0.195949 -0.32 -1.15 0.18
N -5.361072 -3.831750 -1.041429 0.12 0.31 0.06
N 1.402979 -5.615722 -3.258047 0.67 0.00 -0.70
N -4.558702 -5.165111 4.606997 0.06 -0.40 0.92
N 7.875579 2.405621 -5.800521 0.06 -0.21 -0.57
N 0.474876 -1.806955 -7.297917 -0.17 -0.11 -0.41
N -2.262170 5.527846 -0.472143 -0.59 -0.04 -0.35
C -0.705061 -2.573106 5.384994 -0.33 0.08 -0.02
C 2.060228 -4.560831 -2.509336 0.27 -0.30 0.55
C -2.109782 6.911872 -0.933079 -0.47 -0.18 1.16
C -3.892173 -2.169253 -2.133796 -0.82 0.04 -0.17
C 5.728389 1.346863 -5.281494 -0.40 0.04 -0.17
C -5.277049 -4.963416 3.375921 -0.15 0.02 -0.53
C 2.744957 -3.595063 -3.456071 0.25 0.32 0.30
C -2.537448 -4.872384 0.895198 0.13 0.31 0.26
C -6.232516 -4.986987 -1.184690 -0.71 0.43 0.42
C 1.426486 -0.959986 -6.582099 0.05 -0.80 -0.39
C -0.786353 -1.017980 1.208448 0.40 0.70 -0.22
C 9.403509 6.007745 -7.218976 0.20 0.30 0.81
C 0.714769 4.415267 6.376104 0.05 -0.38 -0.98
C 2.873836 4.656775 7.389797 0.62 -1.30 0.18
C -2.518661 1.398927 6.654231 0.56 -0.09 -0.67
C 2.379354 -3.280619 1.377759 0.37 0.90 0.61
C 0.314140 -5.185355 -4.122901 -0.56 -0.72 0.91
C -5.467857 -6.279364 -1.352818 -0.26 -0.45 -0.25
C -4.068436 -6.525545 4.850823 0.45 0.48 -0.75
C -0.851248 -1.804210 -6.680445 0.29 -0.14 -0.31
C -1.326445 1.459582 7.598978 -0.85 1.21 0.66
C 3.973716 3.924843 3.396880 -0.49 -0.93 -0.10
C -1.509032 -6.504447 -2.147263 0.35 -0.25 -0.02
C 9.750325 3.963554 -6.155645 -0.13 -0.51 -0.59
C -1.031169 4.800905 -0.173048 -0.70 -0.15 -0.43
C -4.423539 9.190727 -2.641980 0.06 0.93 0.54
C -1.678436 -2.963691 -7.232693 0.14 0.81 0.96
C -1.837943 3.006938 -3.171216 1.20 -0.40 -0.12
C 4.290465 5.182527 7.288960 -0.75 0.65 -0.26
C -0.321229 -1.105259 -2.495877 1.58 -1.58 -0.22
C -1.801633 -5.500840 7.479564 0.79 0.51 0.49
C 9.110383 2.959897 -5.240018 -1.26 0.81 0.89
C -0.878811 -4.582288 -3.367056 -0.34 0.27 0.03
C -4.534382 -5.313934 2.076358 -0.17 -0.44 0.39
C -1.267885 -3.208726 4.122669 0.24 -0.26 0.12
C -2.663863 5.256983 5.183147 -0.32 0.80 -0.34
C -0.115375 -1.532563 -1.039316 -0.21 1.96 -0.21
C -0.573912 1.956904 3.190691 0.26 -0.24 0.24
C 2.825375 -1.025535 -7.194697 -0.09 -0.23 0.40
C -3.363623 -6.620792 6.182746 -0.45 -0.36 -0.15
C 4.262851 -1.795241 -3.519809 -0.05 -0.03 -0.63
C 2.889775 -0.526110 5.244629 -0.50 0.28 -0.56
C 2.422122 -0.351107 3.810410 -0.29 0.49 0.04
C -1.356299 0.054718 2.122447 0.47 -1.00 -0.49
C -4.049615 2.826001 1.523369 -1.04 0.44 -0.36
C -3.289875 3.191913 -3.469251 0.21 0.23 -0.78
C 3.001760 4.095853 2.232082 0.87 1.82 0.47
C 4.726052 -2.406756 -7.189403 -0.22 -0.23 -0.27
C -4.740649 -3.419826 -2.281415 0.23 0.09 -1.00
C -0.306794 5.084400 5.453119 -0.40 0.49 0.96
C -4.831920 -7.939290 -2.893029 -0.40 0.15 -0.92
C -4.171841 -0.050709 -1.145370 0.11 0.38 -0.16
C -1.507312 -5.272534 -7.585691 0.07 -0.03 0.73
C 6.409469 5.048748 8.209721 -0.62 -0.03 0.29
C 3.666117 2.377762 -5.321717 -0.53 1.03 -1.02
C -0.433342 5.176785 1.156510 1.71 -0.96 -0.48
C 7.173491 1.510861 -4.904567 0.36 -0.46 1.03
C 1.281813 0.653207 -2.740815 -0.43 -0.33 0.38
C -3.478046 7.402503 -1.415026 1.22 0.54 -1.42
C -4.804555 4.169085 1.421235 0.72 -0.65 0.07
C 0.096616 7.321461 1.965553 0.34 0.18 0.10
C 2.383781 -4.785083 1.559819 -0.60 0.09 -0.58
H -4.146222 -4.219817 -2.733915 0.08 -0.08 0.33
H -0.217249 6.168180 5.621586 -0.09 0.17 -0.27
H 3.415062 -4.154326 -4.114145 -0.35 -0.15 -0.37
H -0.388430 -2.570606 -0.852337 -0.09 -0.06 -0.17
H -0.118909 -6.079853 -4.581791 0.24 0.02 -0.27
H 2.863637 -4.946943 -1.875306 -0.11 -0.43 -0.12
H 0.447311 -1.663248 -3.056255 -0.15 -0.26 -0.18
H 3.553430 2.158443 -6.390824 0.07 -0.39 -0.02
H 5.647494 1.072428 -6.342934 0.06 0.34 -0.15
H 2.966016 3.563854 7.352201 -0.04 0.01 0.02
H 3.373877 -1.977317 6.411498 0.13 -0.19 -0.07
H -3.738243 -4.578466 4.708360 -0.26 0.38 -0.17
H 4.865106 3.413319 3.023723 0.00 -0.22 0.34
H -3.036108 -7.655929 6.344717 0.18 -0.01 -0.05
H -7.022572 -4.883166 -1.943482 0.45 -0.05 -0.58
H -3.711646 2.703895 2.550396 0.34 -0.01 -0.07
H 2.793417 3.662988 4.949997 0.17 0.30 -0.20
H 5.096001 -3.370273 -6.840322 -0.01 0.13 0.33
H 0.160144 -3.129949 5.743187 0.04 0.12 0.09
H 2.027335 -0.332597 5.893277 0.04 0.09 0.07
H -1.221896 3.724608 -0.116662 -0.45 0.08 -0.03
H -3.344968 0.381086 -1.720789 0.03 0.01 -0.08
H 7.244041 1.861904 -3.860053 -0.27 0.15 0.01
H -1.827371 7.488586 -0.050342 0.23 0.32 -0.28
H -4.120365 10.063740 -3.219663 0.03 -0.22 -0.33
H -3.739790 -0.365622 -0.192531 -0.10 -0.20 0.03
H -0.445891 -1.517602 5.262990 0.26 -0.09 -0.38
H -3.244557 2.813472 0.790196 0.23 -0.14 0.19
H -0.621941 -4.157819 -2.391134 0.48 0.28 -0.21
H -5.399472 -8.721952 -2.379342 0.18 0.11 0.49
H -2.645948 -2.953333 -6.712934 0.00 -0.33 0.18
H -4.487888 -6.408349 1.988746 0.21 -0.06 -0.12
H -0.887907 -6.144167 -7.376493 0.29 0.19 -0.09
H -1.282329 -0.333032 3.143944 -0.44 0.10 0.04
H 1.375383 -2.858479 1.390843 -0.08 -0.31 0.05
H 6.778085 4.873389 7.198094 0.27 0.25 0.00
H -1.724729 2.262907 -2.380981 0.20 0.30 0.21
H 0.793857 3.378880 6.032153 0.14 -0.13 0.29
H -0.669963 -1.901715 -5.598671 -0.74 -0.04 0.16
H -3.426915 -1.933353 -3.097766 0.31 -0.21 0.07
H -0.945164 -7.290533 -2.667552 0.09 -0.06 0.20
H -0.951332 -4.815694 7.484491 -0.17 0.20 -0.56
H -5.623673 4.145742 2.141158 0.02 0.30 0.09
H 0.826617 -6.027982 1.365697 0.21 -0.06 0.14
H 3.648134 0.234124 5.456780 0.19 -0.24 0.16
H -5.066448 -4.941991 1.196831 0.02 0.14 0.10
H -2.377204 -6.978770 -1.686972 -0.04 0.24 -0.15
H -0.700245 0.327266 -0.366996 0.23 -0.01 0.13
H 7.261621 3.212010 -5.885335 0.08 -0.02 -0.40
H 0.014737 2.860283 3.044573 0.06 -0.04 0.02
H 2.863432 -2.917338 0.468538 -0.13 -0.48 -0.28
H 7.630719 0.516637 -4.846282 0.14 0.03 -0.44
H 1.637955 -1.074691 3.583097 0.11 -0.11 -0.15
H -5.037553 9.620641 -1.839677 -0.20 -0.32 0.09
H 1.893521 -0.040807 -3.325596 0.15 -0.02 0.11
H -1.420868 -0.895727 -6.893965 0.30 0.21 0.14
H 4.648383 5.006955 6.266362 0.29 -0.25 0.12
H 6.412513 6.104162 8.497172 0.24 0.15 -0.36
H -0.176658 4.878947 4.387821 0.33 -0.09 -0.02
H -2.820327 5.055314 -1.182878 0.30 -0.36 0.21
H -0.348819 4.899387 -1.026217 0.55 0.21 0.40
H 1.167927 -6.431578 -2.720297 0.00 0.12 0.26
H -2.003986 1.628027 9.482886 0.01 0.42 -0.26
H -1.934436 -2.805753 -8.285235 0.48 -0.21 -0.21
H -2.658158 5.211549 4.086592 0.62 -0.20 -0.02
H -1.589879 -5.121550 -8.662413 -0.22 -0.10 -0.04
H -5.861320 -3.012279 -0.710311 -0.18 -0.24 0.15
H -0.891385 -6.085899 -1.341341 0.05 0.03 -0.06
H 1.379504 -4.096798 -1.784253 0.05 0.55 -0.21
H 1.003345 0.043064 -6.548514 0.28 0.15 0.12
H -3.620010 4.799238 5.434942 0.25 -0.21 0.52
H 8.626990 6.659413 -7.608665 -0.06 -0.21 -0.29
H 2.478733 4.860549 8.394097 -0.28 0.32 -0.17
H 3.206573 -0.358336 3.052963 0.18 -0.46 0.18
H 3.137137 3.328534 -5.233309 0.24 0.11 0.43
H -3.267290 5.362707 1.006723 -0.50 -0.20 -0.05
H -3.411986 3.802232 -4.372770 -0.09 0.14 0.12
H 0.696242 8.209779 1.763947 -0.07 -0.05 -0.32
H -0.445348 0.974141 7.178542 -0.06 -0.44 0.36
H 0.673239 -4.557068 -4.934895 -0.03 0.16 0.11
H -1.161679 5.195590 1.970839 -0.21 0.57 -0.17
H -2.703244 6.316712 5.458907 -0.16 0.09 -0.05
H -2.462768 -5.487489 -7.096543 -0.27 0.09 -0.40
H -4.908012 0.731717 -0.968737 -0.10 -0.05 -0.03
H 3.490897 4.669083 1.437316 -0.03 -0.30 -0.23
H -0.571330 -3.114337 3.276076 -0.09 0.57 -0.09
H -2.362523 -5.930030 0.682935 0.22 0.02 -0.22
H -1.235931 2.617699 -3.998936 -0.62 -0.35 -0.27
H -1.379168 -6.375033 7.986200 -0.48 -0.43 -0.15
H 2.236009 4.787522 2.593301 -0.52 -0.45 -0.21
H -3.140830 -2.253700 -1.342365 0.05 -0.02 -0.01
H -3.324983 -6.743735 4.069921 0.02 -0.49 0.05
H -4.972878 -8.166774 -3.951697 0.29 0.05 -0.03
H -3.334472 2.006165 7.039792 -0.11 -0.06 -0.08
H 0.370862 4.397940 7.413235 -0.29 0.16 -0.04
H 1.345203 1.649329 -3.174513 -0.11 0.01 -0.01
H 4.268895 6.277044 7.418897 0.16 0.04 0.07
H -4.854238 -7.280955 4.798330 -0.19 0.16 0.00
H 10.109813 5.664348 -7.977855 -0.28 -0.10 -0.31
H 3.440150 -0.188903 -6.841585 -0.08 0.19 -0.18
H -1.489557 -2.528774 6.143717 0.05 -0.45 0.09
H 2.327763 -5.150556 2.585125 0.38 0.47 0.19
H -6.190416 -5.564256 3.421929 0.02 -0.15 -0.13
H 5.052915 -2.305762 -4.080956 0.06 -0.05 -0.08
H 9.845675 2.234146 -4.894560 -0.18 -0.30 -0.24
H -3.070460 -4.391410 0.069160 -0.33 -0.21 0.09
H -1.331011 -3.802220 -3.983306 -0.24 -0.07 0.08
H -4.193304 7.548687 -0.605937 -0.12 -0.27 0.03
H -0.965335 7.574815 1.911767 -0.01 0.09 0.15
H -1.273918 3.922631 -2.974145 -0.53 0.18 0.55
H -3.763971 -7.947896 -2.666424 -0.13 -0.26 0.16
H 4.319503 4.827058 3.907623 -0.21 0.37 -0.48
H 0.957457 -1.414257 -0.830448 0.09 -0.27 0.22
H 0.278370 -1.143685 1.455705 -0.01 0.07 0.21
H -2.852705 0.385158 6.424295 -0.05 -0.12 0.59
H 3.099860 1.638704 -4.750259 0.47 -0.26 0.26
H 4.724708 -0.989775 -2.951431 -0.11 -0.23 0.49
H 0.360302 7.038768 2.992714 -0.20 -0.25 0.01
H 5.200450 0.534416 -4.768320 0.43 -0.11 0.38
H 0.766147 -2.775046 -7.182584 0.30 0.10 -0.31
H -1.609982 -4.312155 1.018050 0.24 -0.37 0.04
H 1.989015 0.647515 3.699096 -0.06 -0.04 0.18
H 7.034910 4.528483 8.931514 -0.20 -0.27 -0.02
H -4.826578 3.954892 -2.555918 0.02 0.02 0.18
H 4.726335 -2.485936 -8.284020 0.09 0.33 -0.02
H -5.037241 8.513176 -3.240075 0.15 -0.18 -0.08
H 1.999281 -3.029420 -4.023756 0.18 0.05 -0.29
H 8.748735 3.533787 -4.367512 0.69 -0.07 0.34
H -1.351371 -4.297870 4.205189 -0.17 0.03 0.49
H -1.257107 -1.986700 1.392381 -0.26 0.09 -0.05
H 5.367525 -1.585796 -6.850642 0.19 -0.09 -0.13
H 3.602596 -1.325220 -4.256488 -0.06 -0.03 -0.07
H 10.066993 3.462740 -7.081335 0.29 0.02 0.10
H -5.502400 -3.174870 -3.040385 -0.04 -0.02 -0.02
H 2.926525 -2.755567 2.166368 -0.01 -0.28 0.19
H -2.566492 -5.035102 8.103061 -0.20 -0.16 0.06
H 1.565098 -1.386354 -5.577628 -0.11 0.58 0.35
H -2.226843 1.755623 5.661866 0.00 0.45 0.15
H 0.247494 4.354434 1.418109 -0.10 -0.04 0.04
H -1.276180 -1.459961 -2.877433 -0.25 0.72 0.01
H -1.574336 2.224418 3.545942 -0.17 0.07 -0.41
H -1.043942 2.494741 7.815085 0.07 0.14 -0.78
H 1.910134 6.050583 6.313249 -0.01 -0.03 -0.22
H 10.614755 4.394448 -5.637512 0.03 0.16 -0.13
H -4.070636 -6.407572 6.993779 0.09 0.36 0.01
H -4.462614 -6.184958 -0.926776 -0.02 0.04 0.08
H 2.634893 3.140711 1.873049 -0.13 -0.01 0.08
H -0.140879 1.341523 3.989309 0.18 0.20 0.12
H -3.736286 2.219511 -3.701672 -0.16 0.01 0.29
H -5.646912 -3.939238 3.291659 0.30 0.17 0.30
H -4.735059 2.002435 1.303465 0.08 -0.07 -0.05
H -6.007426 -7.069601 -0.815669 0.12 -0.10 0.08
H 2.820664 -1.072210 -8.288202 -0.19 0.30 -0.02
H -3.805002 6.729172 -2.216266 -0.56 -0.49 0.53
H 1.611486 0.702440 -1.699460 0.40 -0.04 -0.08
H -1.340409 7.025517 -1.702262 -0.10 0.07 -0.13
H -2.385931 0.257113 1.804570 -0.07 0.13 0.42
H -5.253708 4.313591 0.433204 0.06 -0.11 -0.13
H -3.015818 -3.221392 3.275626 0.19 0.10 -0.13
H 9.988673 6.617782 -6.518382 0.07 0.00 0.03
H -6.872091 -5.063012 -0.299623 0.45 0.01 0.37
H 3.284969 -5.163302 1.068049 -0.09 -0.39 0.15
```
Forces are in eV/Å.

Properties
Calculated total energy, eV: -125922.1850